Computed, not measured: one molecule with the formula C12H18N4O4S, with the ωB97M-V functional and the def2-TZVPD basis.

CARTESIAN COORDINATES (ANGSTROEM)
H (0.134, -0.537, 4.972)
N (0.797, -1.306, 4.997)
C (0.462, -2.365, 4.407)
N (1.376, -3.393, 4.478)
N (-0.681, -2.523, 3.645)
C (-1.112, -3.903, 3.293)
C (-1.413, -1.326, 3.076)
C (-1.039, -0.985, 1.595)
O (-1.907, -0.462, 0.899)
N (0.217, -1.166, 1.131)
S (0.496, -1.470, -0.500)
O (-0.508, -2.449, -0.987)
O (1.851, -2.012, -0.578)
C (0.378, 0.121, -1.423)
C (-0.868, 0.599, -1.817)
C (-1.001, 1.848, -2.412)
C (0.135, 2.639, -2.751)
C (0.027, 3.928, -3.459)
C (0.474, 3.775, -4.888)
O (0.689, 5.100, -5.414)
C (1.386, 2.131, -2.386)
C (1.507, 0.912, -1.677)
H (2.292, -3.053, 4.777)
H (1.350, -4.033, 3.716)
H (-2.175, -3.953, 3.091)
H (-0.587, -4.210, 2.409)
H (-0.903, -4.638, 4.051)
H (-2.511, -1.495, 3.079)
H (-1.245, -0.452, 3.726)
H (0.822, -1.706, 1.720)
H (-1.803, 0.042, -1.709)
H (-1.988, 2.244, -2.647)
H (-0.993, 4.267, -3.410)
H (0.680, 4.664, -2.957)
H (1.403, 3.179, -4.938)
H (-0.289, 3.248, -5.481)
H (-0.147, 5.564, -5.614)
H (2.278, 2.688, -2.659)
H (2.419, 0.487, -1.355)

## Properties
* structure (SMILES): [H]/N=C(/N)N(C)CC(=O)NS(=O)(=O)c1ccc(CCO)cc1
* gap between HOMO and LUMO: 9.3 eV

***

Computed, not measured: C25H29FeN2 as an isolated structure, with the ωB97M-V functional and the def2-TZVPD basis.

CARTESIAN COORDINATES (ANGSTROEM)
C (4.071, -1.772, -2.554)
C (2.799, -2.467, -2.446)
C (2.319, -2.320, -1.080)
C (3.300, -1.535, -0.344)
C (4.379, -1.193, -1.257)
Fe (2.641, -0.570, -1.926)
C (2.490, 1.360, -1.508)
C (3.010, 1.135, -2.846)
C (2.078, 0.305, -3.559)
C (0.904, 0.076, -2.700)
C (-0.215, -0.733, -3.029)
C (-1.487, -0.640, -2.423)
C (-2.362, -1.762, -2.486)
C (-3.631, -1.694, -1.936)
C (-4.079, -0.507, -1.332)
C (-3.229, 0.607, -1.256)
C (-1.953, 0.553, -1.795)
C (1.223, 0.688, -1.393)
H (4.710, -1.751, -3.434)
H (2.331, -3.058, -3.229)
H (1.424, -2.779, -0.668)
H (3.273, -1.319, 0.720)
H (5.296, -0.671, -0.998)
H (2.926, 1.989, -0.737)
H (3.922, 1.552, -3.265)
H (2.141, -0.052, -4.586)
H (-0.060, -1.498, -3.796)
H (-2.001, -2.670, -2.977)
H (-4.292, -2.560, -1.985)
H (-5.089, -0.439, -0.925)
H (-3.566, 1.533, -0.787)
H (-1.311, 1.436, -1.803)
H (0.552, 0.668, -0.533)
C (-1.988, -1.032, 2.053)
C (-1.324, -0.336, 3.227)
C (-2.311, -0.064, 4.356)
C (-0.156, -1.133, 3.793)
N (-0.805, 0.946, 2.737)
C (-0.786, 1.349, 1.463)
N (-0.339, 2.629, 1.502)
C (-0.283, 3.535, 0.377)
C (0.031, 2.974, 2.806)
C (-0.252, 1.903, 3.574)
H (-1.276, -1.183, 1.232)
H (-2.371, -2.010, 2.376)
H (-2.832, -0.434, 1.686)
H (-1.831, 0.449, 5.199)
H (-3.159, 0.535, 4.005)
H (-2.704, -1.018, 4.728)
H (0.302, -0.606, 4.641)
H (-0.523, -2.102, 4.156)
H (0.602, -1.317, 3.023)
H (-0.808, 3.090, -0.476)
H (-0.761, 4.492, 0.629)
H (0.754, 3.745, 0.078)
H (0.439, 3.926, 3.080)
H (-0.133, 1.753, 4.627)

## Properties
* total charge: -1
* gap between HOMO and LUMO (spin up / spin down): 3.5 / 5.3 eV
* <S²>: 6.13
* spin multiplicity: 5

***

Computed, not measured: a 2-piece molecular cluster, C5H12N3OS overall, with the ωB97M-V functional and the def2-TZVPD basis.

CARTESIAN COORDINATES (ANGSTROEM)
C (0.571, -1.151, -0.207)
C (-0.432, 2.944, 1.701)
C (1.836, -1.856, -0.723)
C (-0.277, -1.046, -2.469)
C (-1.522, -0.138, -0.553)
N (-0.461, 3.183, 2.919)
N (-0.423, -0.904, -1.005)
N (0.610, -0.864, 1.098)
O (-0.400, 3.109, 0.567)
S (-0.436, -0.077, 2.208)
H (2.488, -1.113, -1.221)
H (1.506, -2.652, -1.396)
H (2.529, -2.264, 0.059)
H (0.108, -2.079, -2.668)
H (-1.236, -0.861, -2.845)
H (0.492, -0.368, -2.847)
H (-2.528, -0.537, -0.733)
H (-1.429, -0.016, 0.603)
H (-1.334, 0.944, -0.925)
H (-0.081, 4.067, 3.281)
H (-1.022, 2.763, 3.689)
H (1.441, -1.085, 1.468)

## Properties
* total charge: +1
* gap between HOMO and LUMO (spin up / spin down): 6.6 / 6.6 eV

***

Computed, not measured: C46H35BCl7N4O8ReS as an isolated structure, with the ωB97M-V functional and the def2-TZVPD basis.

CARTESIAN COORDINATES (ANGSTROEM)
Re (-0.827, 1.115, 1.677)
O (-2.383, 4.446, 5.508)
C (-2.836, 5.003, 4.374)
C (-3.124, 6.368, 4.388)
C (-3.613, 6.998, 3.261)
C (-3.831, 6.277, 2.091)
C (-3.529, 4.929, 2.061)
C (-3.031, 4.274, 3.186)
C (-2.648, 2.853, 3.056)
O (-2.702, 2.283, 1.901)
N (-2.271, 2.223, 4.150)
N (-1.893, 0.944, 3.842)
C (-2.118, -0.003, 4.672)
C (-2.155, -1.382, 4.247)
C (-1.971, -2.432, 5.150)
C (-2.122, -3.751, 4.776)
C (-2.491, -4.042, 3.455)
C (-2.714, -3.037, 2.546)
C (-2.568, -1.653, 2.883)
O (-2.783, -0.743, 2.026)
H (-2.242, 3.480, 5.309)
H (-2.945, 6.918, 5.304)
H (-3.827, 8.059, 3.290)
H (-4.220, 6.769, 1.209)
H (-3.652, 4.339, 1.163)
H (-2.437, 0.245, 5.689)
H (-1.668, -2.201, 6.167)
H (-1.968, -4.548, 5.492)
H (-2.607, -5.077, 3.150)
H (-3.009, -3.256, 1.525)
Cl (3.366, 6.585, 1.928)
C (2.784, 4.963, 1.853)
C (3.675, 3.901, 1.784)
Cl (5.377, 4.190, 1.830)
C (3.187, 2.595, 1.687)
Cl (4.279, 1.261, 1.540)
C (1.823, 2.331, 1.700)
O (1.301, 1.119, 1.620)
C (0.920, 3.415, 1.821)
O (-0.358, 3.121, 1.882)
C (1.409, 4.717, 1.858)
Cl (0.261, 6.002, 1.931)
Cl (6.558, -3.802, 3.881)
C (5.348, -3.786, 2.644)
C (4.924, -2.586, 2.105)
C (3.963, -2.601, 1.109)
C (3.409, -3.787, 0.640)
C (2.365, -3.713, -0.453)
C (0.949, -3.972, 0.105)
N (0.514, -2.881, 0.953)
C (0.868, -2.710, 2.270)
C (0.387, -1.498, 2.640)
N (-0.271, -0.932, 1.573)
C (-0.142, -1.770, 0.561)
O (2.659, -4.632, -1.489)
C (2.522, -4.103, -2.799)
C (3.538, -3.039, -3.085)
C (3.264, -1.708, -3.166)
Cl (1.732, -0.955, -2.996)
S (4.668, -0.755, -3.466)
C (5.650, -2.163, -3.482)
C (4.930, -3.291, -3.265)
C (3.842, -4.982, 1.223)
Cl (3.172, -6.518, 0.780)
C (4.811, -4.987, 2.215)
H (5.336, -1.647, 2.449)
H (3.632, -1.656, 0.692)
H (2.377, -2.692, -0.846)
H (0.950, -4.888, 0.692)
H (0.251, -4.085, -0.725)
H (1.397, -3.462, 2.828)
H (0.440, -1.013, 3.598)
H (-0.587, -1.632, -0.411)
H (1.515, -3.702, -2.959)
H (2.677, -4.954, -3.461)
H (6.711, -2.069, -3.648)
H (5.356, -4.284, -3.218)
H (5.135, -5.922, 2.649)
C (-3.857, -0.316, -5.971)
C (-2.643, 0.592, -6.182)
C (-1.587, -0.180, -6.987)
C (-3.105, 1.813, -6.991)
C (-2.025, 1.041, -4.858)
C (-1.027, 2.021, -4.862)
C (-0.409, 2.475, -3.703)
C (-0.810, 1.909, -2.514)
O (-0.351, 2.110, -1.246)
B (-1.081, 1.253, -0.416)
O (-1.959, 0.498, -1.203)
C (-1.785, 0.918, -2.491)
C (-2.404, 0.474, -3.640)
H (-4.305, -0.560, -6.936)
H (-4.614, 0.180, -5.361)
H (-3.579, -1.255, -5.489)
H (-1.991, -0.485, -7.957)
H (-1.276, -1.077, -6.448)
H (-0.702, 0.433, -7.162)
H (-3.618, 1.491, -7.900)
H (-2.268, 2.444, -7.288)
H (-3.796, 2.420, -6.403)
H (-0.702, 2.445, -5.803)
H (0.367, 3.229, -3.735)
H (-3.161, -0.296, -3.570)

## Properties
* total charge: -1
* gap between HOMO and LUMO (spin up / spin down): 6.3 / 6.2 eV
* <S²>: 3.77
* spin multiplicity: 4

***

Computed, not measured: a 2-piece molecular cluster, C10H16S overall, with the ωB97M-V functional and the def2-TZVPD basis.

CARTESIAN COORDINATES (ANGSTROEM)
C (-2.038, 0.056, -2.044)
C (-0.943, 0.853, -1.380)
C (0.419, 0.591, -1.581)
C (1.316, 1.537, -1.126)
C (0.869, 2.480, -0.164)
C (-0.444, 2.602, 0.149)
C (-1.426, 1.775, -0.481)
H (-2.281, -0.778, -1.368)
H (-1.740, -0.297, -3.033)
H (-2.893, 0.727, -2.199)
H (0.827, -0.227, -2.163)
H (2.356, 1.379, -1.402)
H (1.668, 3.103, 0.229)
H (-0.812, 3.205, 0.957)
H (-2.416, 1.941, -0.116)
C (-0.496, -0.929, 2.857)
C (-0.249, -1.611, 1.517)
S (1.651, -1.843, 1.553)
C (2.207, -2.057, -0.173)
H (-0.992, 0.037, 2.743)
H (0.375, -0.780, 3.503)
H (-1.054, -1.615, 3.509)
H (-0.504, -2.656, 1.360)
H (-0.489, -1.146, 0.569)
H (3.310, -1.987, -0.216)
H (2.000, -3.011, -0.648)
H (1.778, -1.348, -0.853)

## Properties
* structure (SMILES): Cc1ccccc1.CCSC
* gap between HOMO and LUMO: 9.2 eV

***

Energy relative to the best compared isomer or geometry (same formula, charge and spin) readings, ordered: 22.87 0.00 151.83 240.78 129.90 kJ/mol